No. 1
The following is a quantum chemistry calculation of an isolated molecule of C5H9N3 in a non-equilibrium geometry, from OMol25.

The geometry in XYZ format:
```
17
Properties=species:S:1:pos:R:3:forces:R:3:lowdin_charge:R:1
C -0.6941 1.2679 0.3262 -0.66 -1.47 1.94 -0.512
C -0.9189 -1.1944 0.7171 -1.16 -0.40 2.75 -0.154
C 0.3228 -1.5326 -0.1387 2.61 -1.00 1.40 -0.201
C 1.3444 0.4760 -1.4309 1.78 3.16 -0.07 -0.106
C 0.6638 0.7298 -0.0354 2.59 0.08 -1.06 -0.217
H -0.3660 2.6766 -0.4354 -3.40 1.12 0.81 0.103
H -2.1289 0.3954 1.6574 2.61 -0.43 -1.79 0.181
H -0.9074 -1.7471 1.6914 0.24 0.09 -0.88 0.115
H -1.9075 -1.3547 0.3237 0.08 -1.27 -1.20 0.101
H 1.3397 -1.5578 0.5172 -2.20 -0.14 -0.84 0.145
H 0.3897 -2.5127 -0.6772 -0.98 0.74 0.39 0.122
H 0.9312 1.2093 -2.1946 0.92 -1.39 0.41 0.115
H 2.5474 0.3778 -1.4194 -2.92 -0.21 0.08 0.149
H 1.5046 0.5658 0.8325 -2.60 0.07 -1.92 0.182
N -1.3327 2.3514 0.0772 4.79 0.11 -1.89 0.117
N -1.1629 0.2412 1.1482 -1.36 0.37 1.00 -0.008
N 0.3749 -0.3918 -0.9592 -0.34 0.57 0.85 -0.132
```
Forces are in eV/Å.

## Properties
spin multiplicity: 1
SMILES: [H]/N=C1/NCCN2C[C@@H]12
total energy: -9796.37288 eV
energy above the lowest of the compared OMol25 structures with the same formula, charge and spin: 117.5 kcal/mol
HOMO: -8.78 eV
max |F|: 5.2 eV/A


No. 2
The following is a quantum chemistry calculation of an isolated molecule of C5H9N3 in a non-equilibrium geometry, from OMol25.

The geometry in XYZ format:
```
17
Properties=species:S:1:pos:R:3:forces:R:3:lowdin_charge:R:1
C -1.9305 -1.3003 -0.1045 -0.06 -0.39 -0.28 -0.073
N -0.8282 -0.5038 0.3470 0.93 0.77 -0.21 -0.036
C -0.7766 0.8306 0.3369 -0.01 0.03 0.91 -0.488
C 0.8802 -0.7643 0.3944 -0.83 -0.70 -0.04 -0.226
C 1.4528 1.8434 0.0983 -0.44 -0.44 0.30 0.112
C 1.6271 -1.2382 -0.6338 -0.14 0.15 0.03 -0.079
N 0.6835 0.9120 0.4829 0.18 0.47 -0.63 0.029
N -1.6461 1.7588 0.3266 0.12 -0.13 -0.32 0.130
H -1.2276 2.6851 0.3427 -0.04 -0.08 0.00 0.023
H 1.0321 -1.1959 1.3764 0.03 0.21 0.02 0.111
H -2.6435 -0.7286 -0.7070 0.22 0.12 0.07 0.082
H -2.4919 -1.7508 0.7205 0.16 0.08 0.04 0.079
H -1.5341 -2.1099 -0.7261 -0.03 0.02 0.06 0.080
H 1.0462 2.8045 -0.2088 -0.01 -0.04 0.06 0.098
H 2.5215 1.6567 0.0548 -0.05 -0.07 0.01 0.103
H 2.2478 -2.1089 -0.4820 0.09 0.13 0.07 0.022
H 1.5871 -0.7903 -1.6184 -0.12 -0.14 -0.08 0.032
```
Forces are in eV/Å.

## Properties
spin multiplicity: 1
total energy: -9796.89185 eV
energy above the lowest of the compared OMol25 structures with the same formula, charge and spin: 105.5 kcal/mol
HOMO: -7.35 eV
max |F|: 1.2 eV/A


No. 3
The following is a quantum chemistry calculation of an isolated molecule of C5H9N3 in a non-equilibrium geometry, from OMol25.

The geometry in XYZ format:
```
17
Properties=species:S:1:pos:R:3:forces:R:3:lowdin_charge:R:1
C 0.2881 0.9088 0.3250 0.12 -0.55 -2.25 -0.326
C 0.7012 0.0915 -0.9390 0.42 -0.08 3.76 -0.212
C -0.3773 -0.4486 0.1307 6.42 -0.63 0.85 -0.429
C -1.6864 -0.5711 -0.2606 -5.46 -2.35 -1.00 -0.103
C -2.8226 -0.9885 -0.5803 2.41 2.98 0.76 0.126
H -0.4022 2.8613 0.4540 -0.22 -2.09 -1.43 0.110
H -1.3856 1.7519 1.0773 1.53 0.01 -3.09 0.150
H 1.2117 1.1891 0.8546 -0.77 -0.73 0.79 0.140
H 0.6850 0.4783 -1.9200 -1.06 0.19 -0.96 0.121
H 2.8284 0.0249 -0.3608 -3.12 -1.33 -0.66 0.141
H 2.2737 -1.2342 -1.3810 -1.29 1.55 2.39 0.134
H -0.2636 -1.7347 1.8020 1.00 0.46 -1.75 0.098
H 1.3225 -1.4149 1.0998 -2.47 0.15 -0.56 0.082
H -3.8282 -0.6183 -0.8073 0.57 -1.04 0.09 0.037
N -0.7278 1.8647 0.1434 -2.16 4.04 4.46 -0.005
N 1.8977 -0.6080 -0.5392 5.74 0.18 -3.50 -0.084
N 0.2854 -1.5521 0.9016 -1.67 -0.76 2.08 0.019
```
Forces are in eV/Å.

## Properties
spin multiplicity: 1
SMILES: C#CC1(N)[C@H](N)[C@H]1N
total energy: -9795.28636 eV
energy above the lowest of the compared OMol25 structures with the same formula, charge and spin: 142.5 kcal/mol
HOMO: -8.25 eV
max |F|: 6.7 eV/A


No. 4
The following is a quantum chemistry calculation of an isolated molecule of C5H9N3 in a non-equilibrium geometry, from OMol25.

The geometry in XYZ format:
```
17
Properties=species:S:1:pos:R:3:forces:R:3:lowdin_charge:R:1
C -0.4266 2.0938 0.1229 -1.19 2.20 0.18 -0.272
C -0.8610 0.8590 0.9124 -0.39 2.94 0.28 -0.203
C -0.1925 -0.2458 0.3552 1.23 -5.95 -1.20 -0.242
C -0.4506 -1.1849 -0.7169 2.92 1.48 3.61 -0.084
N 0.5855 -2.0851 -0.7132 1.75 -0.09 0.57 0.004
C 1.4825 -1.8081 0.2612 -5.66 2.05 -1.25 -0.158
N 0.9881 -0.7686 1.0480 -1.79 0.16 -3.32 0.101
N -0.9610 2.0536 -1.2784 0.76 3.10 0.88 -0.004
H 0.6637 2.3185 0.2368 -0.63 -0.47 -0.33 0.111
H -0.9801 2.9940 0.6015 1.01 -1.23 -0.73 0.127
H -0.5528 0.9458 1.9315 0.42 0.40 0.85 0.105
H -1.9341 0.9475 0.9940 -0.50 -0.90 -0.56 0.121
H -1.2410 -1.3291 -1.4169 -0.47 0.43 -0.16 0.091
H 2.2977 -2.3844 0.4326 2.34 -1.35 0.73 0.070
H 1.3632 -0.3160 1.8581 0.36 -0.01 0.08 0.133
H -0.4993 2.8409 -1.7963 -0.87 -0.70 0.75 0.085
H -0.7167 1.2989 -1.8449 0.72 -2.07 -0.39 0.013
```
Forces are in eV/Å.

## Properties
spin multiplicity: 1
SMILES: NCCc1cnc[nH]1
total energy: -9799.99504 eV
energy above the lowest of the compared OMol25 structures with the same formula, charge and spin: 33.9 kcal/mol
HOMO: -8.30 eV
max |F|: 6.2 eV/A


No. 5
The following is a quantum chemistry calculation of an isolated molecule of C5H9N3 in a non-equilibrium geometry, from OMol25.

The geometry in XYZ format:
```
17
Properties=species:S:1:pos:R:3:forces:R:3:lowdin_charge:R:1
C -0.6135 1.2125 -0.4919 -0.72 -0.56 -0.32 -0.384
C -0.5994 -0.2402 -1.0293 -0.41 1.06 -0.32 -0.195
C 1.3324 -1.6596 -0.1231 -2.03 -0.02 -0.24 -0.069
C 0.5345 -1.2787 1.0556 0.32 0.23 1.03 -0.213
N -0.2142 -1.3062 -0.1532 2.26 -1.34 -0.96 -0.076
N -1.6642 1.3639 0.5069 0.00 -0.05 0.01 0.056
C 0.6925 1.6551 -0.0196 0.38 0.49 -0.04 -0.214
N 1.6692 2.1365 0.3417 0.27 -0.11 0.12 0.162
H -0.8767 1.8608 -1.3402 0.14 -0.15 0.13 0.148
H -1.6745 2.3022 0.8909 0.02 -0.14 0.06 0.083
H -1.5443 0.6964 1.2610 0.00 0.12 0.01 0.076
H 0.0058 -0.2781 -1.9441 -0.09 0.06 0.24 0.124
H -1.6352 -0.4352 -1.3329 0.10 0.11 0.05 0.117
H 0.7859 -0.3261 1.5199 0.05 -0.07 0.01 0.094
H 2.0788 -0.9574 -0.4771 -0.38 0.21 -0.19 0.097
H 1.4524 -2.6890 -0.4315 0.24 0.00 0.38 0.091
H 0.2706 -2.0568 1.7669 -0.16 0.15 0.05 0.104
```
Forces are in eV/Å.

## Properties
spin multiplicity: 1
SMILES: N#C[C@H](N)CN1CC1
total energy: -9798.99273 eV
energy above the lowest of the compared OMol25 structures with the same formula, charge and spin: 57.1 kcal/mol
HOMO: -9.30 eV
max |F|: 2.8 eV/A


No. 6
The following is a quantum chemistry calculation of a cluster of 2 separate species, C5H9N3 in total in a non-equilibrium geometry, from OMol25.

The geometry in XYZ format:
```
17
Properties=species:S:1:pos:R:3:forces:R:3:lowdin_charge:R:1
C -1.5982 1.3100 0.5283 0.43 2.76 -0.11 -0.086
C -1.6268 -0.1187 -0.1422 4.20 1.98 3.13 -0.560
C -2.3002 -0.5918 -1.1199 -5.51 -4.68 -2.90 -0.052
C 0.5784 -0.8489 0.7429 -3.08 2.66 -0.19 -0.200
C 3.3929 -0.0566 -0.1285 -1.03 2.87 -2.41 -0.114
H -1.7662 2.3865 -0.1500 0.07 -3.61 1.49 0.123
H -0.4336 1.5687 0.9850 -3.77 -1.12 -0.95 0.120
H -2.4915 1.2386 1.2977 2.26 0.59 -1.07 0.088
H -3.3424 -0.1731 -1.2886 1.72 0.12 -0.60 0.065
H -2.4063 -1.8688 -1.3594 0.97 4.04 0.84 0.141
H 1.1550 -0.9807 1.7729 -1.30 -0.24 -2.67 0.136
H 0.4082 -0.4022 -1.0950 0.53 1.02 -1.05 0.096
H 4.4574 0.6072 -0.4015 -2.78 -2.52 1.37 0.104
H 3.2919 -1.6041 0.8739 0.31 3.72 -2.42 0.222
N -0.7664 -0.9002 0.6424 3.72 -1.52 2.43 0.006
N 1.0866 -0.1690 -0.3879 1.57 0.35 0.37 -0.078
N 2.3612 0.6029 -0.7699 1.69 -6.43 4.75 -0.013
```
Forces are in eV/Å.

## Properties
spin multiplicity: 1
total energy: -9790.43050 eV
energy above the lowest of the compared OMol25 structures with the same formula, charge and spin: 254.5 kcal/mol
HOMO: -8.58 eV
max |F|: 8.2 eV/A


No. 7
The following is a quantum chemistry calculation of an isolated molecule of C5H9N3O in a non-equilibrium geometry, from OMol25.

The geometry in XYZ format:
```
18
Properties=species:S:1:pos:R:3:forces:R:3:lowdin_charge:R:1
C 2.5349 1.8881 0.4425 0.11 -0.10 0.30 0.008
C 2.3987 0.8025 1.2351 0.17 0.25 -0.27 -0.105
C 1.4286 1.9228 -0.5086 0.02 0.06 0.12 -0.500
C -1.5814 -0.0492 0.2795 -0.19 0.11 0.42 -0.121
C -0.3333 -0.9706 -1.5672 0.24 -0.34 -0.25 -0.110
N 1.3381 0.0540 0.8183 0.06 -0.44 -0.05 0.025
N 0.7286 0.7834 -0.1835 -4.15 -2.24 -0.97 0.009
N -0.6713 0.1955 -0.8000 3.76 2.20 0.99 -0.117
O 1.1468 2.7115 -1.3817 -0.10 0.32 -0.43 0.033
H 3.3065 2.6287 0.4840 0.15 0.13 -0.02 0.102
H 3.0060 0.4619 2.0527 0.05 -0.05 0.14 0.115
H -2.5692 -0.1694 -0.1732 0.04 -0.09 0.11 0.094
H -1.3557 -0.9536 0.8691 -0.02 0.03 -0.02 0.076
H -1.6147 0.8221 0.9356 -0.04 -0.09 -0.08 0.094
H -1.2394 -1.2896 -2.0863 0.00 -0.02 0.02 0.090
H 0.4154 -0.7028 -2.3114 -0.07 -0.05 0.03 0.091
H 0.0358 -1.8084 -0.9571 -0.01 0.04 -0.03 0.080
H 0.7496 -0.4708 1.4502 -0.01 0.27 -0.03 0.135
```
Forces are in eV/Å.

## Properties
spin multiplicity: 1
SMILES: CN(C)n1[nH]ccc1=O
total energy: -11845.87632 eV
energy above the lowest of the compared OMol25 structures with the same formula, charge and spin: 81.4 kcal/mol
HOMO: -8.26 eV
max |F|: 4.8 eV/A